1.
This record from the Open Molecules 2025 dataset describes C21H12F5IrN2O5Se as an isolated structure. The level of theory is ωB97M-V with the def2-TZVPD basis set.

Geometry as XYZ:
```
47
Properties=species:S:1:pos:R:3:forces:R:3:mulliken_spin:R:1
Ir 1.299 1.017 -0.363 0.2 0.0 0.2 2.242
O 2.007 -0.880 -4.349 0.0 0.1 0.0 0.005
C 1.862 -0.446 -3.114 0.0 0.0 0.0 0.018
O 1.845 0.732 -2.814 -0.1 -0.1 0.1 0.044
C 1.736 -1.544 -2.108 0.0 0.0 0.0 -0.014
C 1.817 -2.876 -2.479 0.0 0.0 0.2 -0.003
C 1.690 -3.853 -1.500 0.0 0.1 0.0 0.008
C 1.458 -3.455 -0.196 0.0 0.1 -0.1 0.003
C 1.358 -2.099 0.082 0.0 -0.1 0.1 0.037
N 1.517 -1.146 -0.844 -0.1 -0.2 -0.1 0.079
C 1.023 -1.685 1.487 0.2 0.1 -0.1 -0.018
O 1.141 -2.360 2.460 0.0 0.0 0.0 0.010
O 0.586 -0.410 1.473 -0.2 -0.2 0.0 0.040
H 2.042 -0.116 -4.950 0.0 -0.1 0.0 -0.001
H 1.980 -3.134 -3.513 0.0 0.0 -0.1 0.001
H 1.754 -4.900 -1.756 0.0 0.0 0.0 0.000
H 1.329 -4.159 0.613 0.0 0.0 0.0 0.001
C 2.392 1.634 1.552 0.3 0.1 0.3 0.016
C 1.200 1.691 2.234 -0.1 0.0 -0.2 0.082
C 0.559 0.392 2.685 0.1 0.0 0.0 0.016
C -0.846 0.494 3.176 0.0 0.2 0.0 0.071
C -1.422 1.689 3.350 0.1 -0.1 -0.1 0.005
C -0.720 2.935 3.043 0.1 0.0 -0.1 0.076
C 0.510 2.933 2.506 -0.1 -0.1 0.1 -0.038
C -2.769 1.787 3.832 0.1 -0.1 0.0 0.003
N -3.843 1.869 4.220 -0.3 0.1 0.1 -0.008
H 3.050 0.775 1.635 0.0 0.0 0.0 -0.006
H 2.870 2.577 1.311 0.1 0.0 0.0 0.007
H 1.189 -0.111 3.430 -0.1 0.0 -0.1 0.015
H -1.362 -0.427 3.407 0.0 0.0 0.0 -0.004
H -1.232 3.865 3.244 0.0 0.0 0.0 0.000
H 1.005 3.862 2.261 0.1 0.0 0.0 -0.001
O 2.028 3.068 -1.236 0.0 0.1 0.0 0.069
H 1.207 3.554 -1.413 0.0 0.0 0.0 -0.007
H 2.421 2.912 -2.107 0.0 0.0 0.0 -0.011
F -4.248 -1.480 0.682 0.0 0.0 0.0 -0.003
C -3.588 -1.054 -0.382 0.0 0.1 -0.1 -0.029
C -2.313 -1.464 -0.729 -0.2 0.1 0.2 0.434
F -1.579 -2.330 -0.018 0.0 0.1 -0.1 0.028
C -1.788 -0.652 -1.838 0.0 -0.2 0.0 0.036
F -1.098 -1.329 -2.816 0.1 -0.1 -0.1 0.030
C -1.635 0.797 -1.721 0.1 0.4 0.3 0.777
Se -1.004 1.939 -0.421 -0.4 0.1 -0.3 0.500
C -2.940 0.313 -2.176 -0.1 -0.2 -0.3 -0.027
F -3.308 0.509 -3.471 0.0 0.1 0.0 0.029
C -4.016 -0.041 -1.231 0.0 -0.1 0.3 0.443
F -5.163 0.603 -1.138 0.1 -0.1 0.0 0.045
```
Positions in Å, forces in eV/Å.

## Properties
E_HOMO (spin up / spin down)   -0.3804 / -0.4339 Ha
Energy above the lowest of the compared OMol25 structures with the same formula, charge and spin   0.877 eV
⟨S²⟩   8.802
Charge   +1
Multiplicity   6
Orbital gap (spin up / spin down)   5.95 / 7.00 eV
Total energy   -116948.2164 eV

2.
This record from the Open Molecules 2025 dataset describes C21H13Br3FeN3O as an isolated structure. The level of theory is ωB97M-V with the def2-TZVPD basis set.

Geometry as XYZ:
```
42
Properties=species:S:1:pos:R:3:forces:R:3:mulliken_spin:R:1
Fe -0.249 0.366 0.003 0.2 0.0 0.1 3.855
Br -6.002 -2.355 -3.453 0.0 0.0 0.0 0.000
C -4.811 -1.705 -2.168 0.0 0.0 0.0 -0.002
C -3.574 -1.213 -2.562 0.0 0.0 0.0 0.007
C -2.708 -0.735 -1.597 0.0 0.0 -0.1 0.000
C -3.058 -0.748 -0.253 0.0 0.0 0.2 0.024
C -4.303 -1.234 0.134 0.0 0.0 0.0 0.000
C -5.176 -1.711 -0.824 0.0 0.0 0.0 0.001
N -2.087 -0.239 0.658 -0.2 -0.1 -0.2 0.009
C -2.185 -0.285 1.930 0.1 0.1 0.1 0.022
C -1.099 0.283 2.754 -0.1 -0.1 -0.1 -0.006
C -1.173 0.334 4.131 0.0 0.0 0.0 0.007
C -0.115 0.907 4.830 0.0 0.0 0.0 -0.003
C 0.969 1.400 4.128 0.0 0.0 0.0 0.007
C 0.970 1.305 2.742 -0.1 -0.1 0.0 0.010
N -0.038 0.755 2.070 0.0 0.1 0.1 0.047
H -3.300 -1.204 -3.607 0.0 0.0 0.0 0.000
H -1.740 -0.343 -1.914 0.0 0.0 0.0 -0.026
H -4.616 -1.234 1.169 0.0 0.0 0.0 0.000
H -6.148 -2.084 -0.534 0.0 0.0 0.0 0.000
H -3.036 -0.732 2.433 0.0 0.0 0.0 -0.001
H -2.038 -0.060 4.646 0.0 0.0 0.0 0.000
H -0.143 0.965 5.910 0.0 0.0 0.0 0.000
H 1.806 1.856 4.636 0.0 0.0 0.0 0.000
H 1.802 1.679 2.159 0.0 0.0 0.0 0.000
Br 2.709 -3.752 -0.399 0.0 -0.1 0.0 0.061
C 3.050 -2.038 -0.987 0.0 0.1 0.0 0.150
C 4.247 -1.716 -1.607 0.0 0.0 0.0 -0.081
C 4.507 -0.429 -2.054 -0.1 0.0 0.1 0.228
Br 6.130 -0.084 -2.862 0.1 0.0 -0.1 0.085
C 3.540 0.633 -1.894 0.0 0.0 0.0 0.012
C 3.724 1.959 -2.322 0.0 0.0 0.0 0.040
C 2.723 2.877 -2.115 0.0 0.0 0.0 0.002
C 1.545 2.475 -1.485 0.0 0.0 0.0 0.013
N 1.351 1.228 -1.068 0.0 0.1 -0.1 -0.010
C 2.334 0.319 -1.274 0.0 -0.1 0.0 0.139
C 2.045 -1.035 -0.796 0.0 0.1 0.0 0.113
O 0.940 -1.251 -0.240 0.1 -0.2 -0.1 0.293
H 4.994 -2.485 -1.745 0.0 0.0 0.0 0.003
H 4.645 2.249 -2.809 0.0 0.0 0.0 0.007
H 2.829 3.903 -2.438 0.0 0.0 0.0 0.000
H 0.739 3.179 -1.324 0.0 0.0 0.0 -0.003
```
Positions in Å, forces in eV/Å.

## Properties
E_HOMO (spin up / spin down)   -0.5084 / -0.5083 Ha
⟨S²⟩   8.788
Charge   +2
Multiplicity   6
Orbital gap (spin up / spin down)   6.93 / 5.08 eV
Total energy   -273006.6896 eV

3.
This record from the Open Molecules 2025 dataset describes C21H13BrN2O9STi as an isolated structure in a non-equilibrium geometry. The level of theory is ωB97M-V with the def2-TZVPD basis set.

Geometry as XYZ:
```
48
Properties=species:S:1:pos:R:3:forces:R:3:mulliken_spin:R:1
Ti -0.178 -0.227 -0.796 -0.6 0.3 -0.8 0.366
O -3.595 0.500 1.545 -0.2 -0.1 0.3 0.004
C -2.419 0.277 1.028 -0.1 0.3 -0.7 -0.002
O -2.168 0.422 -0.173 0.0 -0.1 0.4 0.005
C -1.314 -0.095 1.928 -0.1 -0.2 0.7 0.069
C -1.312 -0.016 3.303 0.0 -0.1 -0.7 0.021
C -0.079 -0.138 3.968 0.1 0.0 -0.2 0.069
C 1.078 -0.292 3.241 -0.1 -0.1 -0.2 0.004
C 1.004 -0.417 1.841 -0.5 0.0 -0.1 0.162
N -0.209 -0.370 1.207 0.5 0.1 1.1 0.118
C 2.036 -0.496 0.854 0.3 0.0 0.4 0.154
O 3.334 -0.386 1.085 -0.2 -0.1 -0.3 0.055
O 1.638 -0.661 -0.343 0.9 -0.2 0.9 -0.018
H -4.263 0.762 0.883 0.4 -0.1 0.0 0.000
H -2.232 0.174 3.832 0.0 0.1 0.1 0.000
H -0.046 -0.053 5.041 0.1 0.0 0.1 0.004
H 2.038 -0.325 3.731 0.1 0.0 0.1 0.003
H 3.539 0.006 1.947 -0.2 -0.1 -0.1 -0.002
O -0.727 1.244 -2.325 0.2 -0.1 -0.1 0.004
C -0.227 2.081 -1.546 -0.3 0.7 -0.8 0.007
N 0.414 1.593 -0.488 0.4 2.1 0.7 -0.012
S 0.610 2.730 0.696 -0.2 -0.4 0.5 0.009
O 1.932 2.651 1.235 0.2 0.4 -0.3 0.001
O -0.469 2.520 1.627 0.0 0.6 -0.1 -0.001
C 0.258 4.101 -0.403 0.0 -0.7 -0.2 -0.001
C 0.388 5.455 -0.211 0.1 0.0 0.2 0.000
C -0.031 6.296 -1.240 0.0 -0.2 0.1 0.000
C -0.572 5.776 -2.407 -0.1 0.0 0.0 0.000
C -0.684 4.405 -2.600 0.0 -0.3 0.3 -0.001
C -0.258 3.559 -1.583 -0.1 0.5 -0.2 -0.002
H 0.804 5.844 0.706 0.0 0.1 0.1 0.000
H 0.062 7.365 -1.124 0.0 0.1 0.0 0.000
H -0.921 6.455 -3.170 0.0 0.0 -0.1 0.000
H -1.092 3.999 -3.512 0.0 -0.1 -0.1 0.000
Br 1.139 -8.157 -0.471 0.0 0.2 -0.2 0.000
C 0.691 -6.392 -0.990 0.1 0.0 0.1 0.000
C 1.705 -5.485 -1.281 0.0 -0.2 0.1 0.000
C 1.380 -4.172 -1.567 -0.3 0.2 -0.1 -0.001
C 0.043 -3.767 -1.535 0.2 -0.3 0.0 0.001
C -0.964 -4.696 -1.266 0.2 0.3 -0.1 0.003
C -0.646 -6.013 -1.015 0.1 -0.1 0.0 0.000
C -0.296 -2.338 -1.573 -0.5 -1.6 -0.1 -0.012
O -1.177 -1.898 -0.751 -0.7 -0.9 -0.2 -0.004
O 0.310 -1.464 -2.245 0.5 -0.1 -0.8 -0.004
H 2.735 -5.811 -1.258 0.0 0.0 0.0 0.000
H 2.154 -3.445 -1.764 0.1 0.0 -0.1 0.000
H -1.989 -4.362 -1.257 -0.2 0.0 0.1 0.001
H -1.420 -6.736 -0.808 0.0 -0.1 0.0 0.000
```
Positions in Å, forces in eV/Å.

## Properties
E_HOMO (spin up / spin down)   -0.3689 / -0.4267 Ha
Energy above the lowest of the compared OMol25 structures with the same formula, charge and spin   1.408 eV
⟨S²⟩   0.763
Charge   +1
Multiplicity   2
Orbital gap (spin up / spin down)   5.95 / 7.43 eV
Total energy   -147386.6168 eV

4.
This record from the Open Molecules 2025 dataset describes C21H13ClIN4OPdS as an isolated structure. The level of theory is ωB97M-V with the def2-TZVPD basis set.

Geometry as XYZ:
```
43
Properties=species:S:1:pos:R:3:forces:R:3:nbo_charge:R:1
Pd 0.244 0.203 -1.764 -0.1 0.4 0.8 1.035
N -2.869 -0.500 0.922 0.0 0.1 -0.1 -0.561
C -3.103 -1.875 1.176 0.0 -0.1 0.0 0.095
C -4.049 -2.234 2.120 0.1 0.0 0.0 -0.209
C -4.280 -3.574 2.396 0.0 0.0 0.0 -0.185
C -3.561 -4.550 1.728 0.0 0.0 0.0 -0.187
C -2.620 -4.188 0.775 0.1 0.0 0.0 -0.224
C -2.393 -2.851 0.492 -0.1 0.0 0.0 -0.147
S -1.230 -2.448 -0.783 -0.1 0.0 0.0 0.496
N -1.243 -0.736 -0.749 0.2 -0.3 0.3 -0.675
C -1.989 -0.018 0.025 -0.1 0.1 -0.1 0.457
C -1.853 1.459 -0.128 0.0 0.1 0.0 0.140
C -2.508 2.389 0.658 0.1 0.0 -0.1 -0.208
C -2.255 3.739 0.446 0.0 0.0 0.0 -0.132
C -1.366 4.115 -0.542 0.0 0.0 0.0 -0.213
C -0.762 3.126 -1.306 0.0 0.0 -0.1 0.075
N -1.007 1.839 -1.102 -0.1 -0.2 -0.4 -0.454
H -3.422 0.152 1.448 0.0 0.0 0.0 0.418
H -4.604 -1.465 2.642 0.0 0.0 0.0 0.220
H -5.025 -3.847 3.130 0.0 0.0 0.0 0.235
H -3.733 -5.596 1.940 0.0 0.0 0.0 0.236
H -2.065 -4.951 0.244 0.0 0.0 0.0 0.232
H -3.206 2.100 1.431 0.0 0.0 0.0 0.222
H -2.750 4.483 1.054 0.0 0.0 0.0 0.244
H -1.136 5.154 -0.728 0.0 0.0 0.0 0.250
H -0.071 3.356 -2.108 0.0 0.0 0.0 0.244
Cl 6.770 1.110 -0.059 0.0 0.0 0.0 0.032
C 5.226 1.157 -0.836 0.0 0.0 0.0 -0.069
C 4.972 2.101 -1.790 0.0 0.0 0.0 -0.211
C 3.719 2.175 -2.432 0.0 -0.2 0.1 -0.249
I 3.364 3.651 -3.841 0.0 0.0 0.0 0.205
C 2.727 1.269 -2.130 0.2 -0.2 0.0 0.344
O 1.551 1.238 -2.738 -0.2 0.3 0.0 -0.684
C 2.990 0.297 -1.120 0.0 0.2 0.0 0.065
N 1.945 -0.532 -0.793 0.2 -0.1 -0.3 -0.463
C 2.089 -1.403 0.179 0.0 -0.1 -0.1 0.076
C 3.291 -1.532 0.893 0.0 0.0 0.0 -0.265
C 4.353 -0.732 0.575 0.0 0.0 0.0 -0.104
C 4.225 0.226 -0.453 0.0 0.1 -0.1 -0.033
H 5.743 2.813 -2.051 0.0 0.0 0.0 0.250
H 1.239 -2.038 0.392 0.0 0.0 0.0 0.216
H 3.361 -2.268 1.680 0.0 0.0 0.0 0.240
H 5.290 -0.814 1.108 0.0 0.0 0.0 0.245
```
Positions in Å, forces in eV/Å.

## Properties
E_HOMO   -0.3822 Ha
Charge   +1
Orbital gap   6.45 eV
Total energy   -64928.8997 eV